[1]
The following is a quantum chemistry calculation of a molecular structure, C56H117BrCrN6O8 in a non-equilibrium geometry, from the OMol25 dataset.

Calculated values
HOMO (spin up / spin down): -8.123 / -8.140 eV
HOMO-LUMO gap (spin up / spin down): 8.7 / 8.7 eV

```
! wB97M-V def2-TZVPD RIJCOSX def2/J DEFGRID3
* xyz 0 5
Br -15.202 -23.202 -2.055
Cr -13.026 -21.967 -1.566
O -11.976 -21.843 -3.427
O -11.336 -21.000 -1.609
O -14.853 -26.188 -0.623
O -18.881 -17.443 -2.250
O -12.243 -24.254 -1.707
O -10.500 -19.898 0.703
O -11.889 -19.519 -5.229
O -13.231 -21.552 0.538
N -18.821 -18.891 -2.292
N -12.982 -18.653 -5.487
N -14.498 -21.558 1.131
N -15.555 -27.382 -0.456
N -10.948 -24.772 -2.008
N -9.237 -19.589 1.308
C -10.352 -25.131 -0.706
C -8.051 -19.658 3.384
C -18.315 -19.189 -3.621
C -16.672 -20.482 1.583
C -12.005 -17.994 -7.763
C -8.878 -18.197 0.910
C -14.570 -19.135 2.066
C -9.654 -21.232 -3.304
C -10.034 -17.154 1.112
C -11.088 -26.107 0.252
C -8.631 -18.274 -0.609
C -7.620 -18.199 3.154
C -12.764 -17.358 -4.806
C -14.271 -16.294 -6.626
C -16.873 -26.419 1.393
C -14.631 -27.499 1.760
C -12.828 -17.629 -3.351
C -20.023 -20.910 -2.010
C -21.358 -18.713 -2.379
C -19.591 -21.328 -3.360
C -11.746 -25.355 -4.235
C -7.565 -17.853 1.627
C -11.079 -25.900 -3.015
C -11.957 -27.144 -2.554
C -16.857 -18.682 -3.720
C -16.835 -21.207 2.908
C -18.241 -20.733 -3.650
C -15.829 -27.592 -2.949
C -15.953 -27.556 0.938
C -15.192 -20.234 1.115
C -11.058 -21.402 -2.785
C -9.363 -19.979 2.685
C -20.039 -19.024 -0.276
C -10.634 -19.404 3.380
C -10.155 -23.857 0.069
C -13.534 -19.909 -7.423
C -16.036 -22.530 2.768
C -11.433 -16.662 -5.098
C -16.552 -27.559 -1.559
C -13.962 -16.457 -5.149
C -17.171 -28.935 -1.362
C -13.780 -21.800 3.589
C -9.590 -21.472 2.693
C -19.149 -18.544 -4.815
C -15.237 -19.738 -0.304
C -17.584 -26.402 -1.706
C -14.475 -17.678 -7.139
C -14.014 -23.808 2.013
C -17.655 -29.207 0.048
C -14.546 -22.429 2.366
C -20.111 -19.392 -1.751
C -16.559 -28.949 1.071
C -8.948 -25.633 -1.009
C -8.818 -26.811 -2.037
C -13.198 -18.527 -6.977
C -9.640 -26.507 -3.315
H -12.802 -26.994 -1.928
H -12.932 -23.881 2.090
H -8.491 -25.920 -0.050
H -21.348 -17.611 -2.262
H -14.866 -16.915 -4.735
H -18.585 -28.643 0.263
H -8.125 -17.285 -1.013
H -18.259 -26.616 -2.567
H -15.784 -29.737 1.013
H -16.838 -17.582 -3.841
H -13.484 -22.586 4.298
H -10.466 -26.332 1.103
H -17.738 -21.042 -4.593
H -12.854 -21.368 3.278
H -13.489 -19.187 1.964
H -13.818 -18.085 -3.155
H -11.087 -23.338 0.077
H -14.836 -28.093 -2.926
H -16.295 -29.583 -1.464
H -12.370 -27.563 -3.458
H -12.030 -25.715 0.531
H -17.488 -20.975 -2.845
H -10.604 -17.421 -4.967
H -11.180 -24.523 -4.676
H -18.129 -17.242 -1.709
H -19.318 -21.291 -1.250
H -9.385 -23.204 -0.282
H -9.520 -21.778 3.744
H -10.561 -18.376 3.761
H -10.962 -19.975 4.258
H -14.514 -20.209 -7.086
H -6.870 -18.599 1.230
H -15.470 -25.548 -1.015
H -14.837 -18.150 1.723
H -16.235 -18.962 -2.842
H -8.327 -24.814 -1.356
H -16.566 -25.489 0.907
H -17.179 -21.019 0.722
H -14.429 -24.638 2.604
H -7.980 -19.129 -0.892
H -17.104 -19.526 1.645
H -19.106 -19.434 0.073
H -13.514 -15.694 -7.142
H -16.559 -20.665 3.846
H -17.197 -25.498 -2.086
H -7.290 -20.291 2.857
H -12.798 -20.767 1.010
H -9.357 -20.182 -3.263
H -20.011 -19.127 -5.109
H -16.471 -19.102 -4.639
H -15.650 -20.554 -0.935
H -17.936 -26.503 1.296
H -15.928 -18.895 -0.334
H -7.766 -26.961 -2.320
H -15.275 -15.798 -6.639
H -12.790 -24.985 -1.449
H -14.641 -17.648 -8.190
H -6.578 -18.143 3.643
H -11.498 -19.464 2.757
H -14.793 -19.202 3.157
H -9.710 -21.519 -4.386
H -20.921 -21.424 -1.742
H -11.964 -18.245 -3.002
H -11.928 -26.202 -4.955
H -13.455 -20.021 -8.494
H -22.241 -19.096 -1.843
H -15.270 -18.168 -6.573
H -19.536 -17.593 -4.504
H -10.647 -21.625 2.493
H -20.837 -19.552 0.294
H -18.150 -26.170 -0.818
H -9.946 -27.455 -3.799
H -17.925 -21.400 2.894
H -11.171 -18.632 -7.473
H -17.999 -30.274 0.094
H -16.547 -23.050 1.924
H -10.853 -17.538 0.507
H -18.571 -18.364 -5.736
H -15.564 -26.558 -3.370
H -13.920 -15.512 -4.651
H -19.513 -22.402 -3.385
H -20.211 -17.909 -0.151
H -12.219 -20.381 -4.976
H -14.354 -23.973 0.959
H -14.798 -27.419 2.837
H -12.176 -18.027 -8.836
H -9.686 -16.190 0.736
H -8.244 -17.476 3.676
H -9.139 -27.770 -1.639
H -9.004 -25.897 -3.972
H -12.715 -24.927 -4.042
H -8.927 -21.873 -2.838
H -14.295 -20.998 4.165
H -11.247 -27.084 -0.172
H -14.007 -28.356 1.528
H -20.391 -20.998 -4.033
H -11.721 -17.011 -7.472
H -16.410 -27.994 -3.744
H -9.575 -18.404 -1.097
H -11.333 -16.125 -6.011
H -9.096 -22.087 1.912
H -10.308 -16.985 2.173
H -12.659 -16.678 -2.809
H -11.311 -27.883 -2.052
H -11.361 -15.858 -4.303
H -9.849 -24.142 1.044
H -16.607 -26.261 2.434
H -8.053 -19.993 4.411
H -14.246 -19.540 -0.811
H -7.268 -16.842 1.304
H -10.263 -20.557 0.044
H -21.491 -18.881 -3.467
H -14.229 -26.522 1.465
H -12.802 -20.682 -7.041
H -16.945 -29.092 2.116
H -16.183 -23.158 3.624
H -17.847 -29.014 -2.191
*
```

***

[2]
The following is a quantum chemistry calculation of a molecular structure, C15H35N4O7Ti in a non-equilibrium geometry, from the OMol25 dataset.

Calculated values
HOMO (spin up / spin down): -2.136 / -7.603 eV
HOMO-LUMO gap (spin up / spin down): 2.5 / 8.0 eV

```
! wB97M-V def2-TZVPD RIJCOSX def2/J DEFGRID3
* xyz 0 4
Ti -1.388 1.518 0.840
O 1.080 -0.307 -2.421
O -3.039 1.957 2.228
O -2.208 0.881 -1.146
O -0.383 -0.313 1.685
O 0.570 1.635 2.110
O -0.714 3.288 -0.295
O 1.496 -0.260 2.921
N 1.417 3.475 0.458
N -2.148 0.842 3.972
N 1.786 -2.436 -0.435
N -4.451 0.600 -1.138
C 0.301 -2.694 -0.522
C 2.350 -3.077 -1.689
C -3.814 2.530 4.412
C 0.736 4.731 -1.496
C 0.632 0.816 -3.136
C 2.301 -3.181 0.781
C 1.073 -0.072 -1.032
C -2.968 1.764 3.458
C -3.229 0.307 -1.576
C 3.834 -2.952 -1.841
C 1.422 -3.139 1.996
C 0.423 3.778 -0.402
C 0.614 0.324 2.287
C 2.053 -0.984 -0.323
C -3.107 -0.723 -2.666
H -3.206 3.333 4.838
H 0.555 -3.793 1.915
H -0.198 -2.129 0.266
H 4.404 -3.386 -1.024
H -2.579 -0.275 -3.506
H 1.208 2.745 1.176
H -1.608 0.278 3.312
H 2.363 3.632 0.160
H 4.133 -1.907 -1.953
H -2.013 0.697 4.954
H -4.666 2.988 3.915
H 3.248 -2.688 1.012
H 1.167 -2.134 2.334
H -0.067 -2.280 -1.458
H 2.182 -0.660 0.712
H 4.139 -3.383 -2.796
H 0.415 0.569 -4.173
H -0.293 1.218 -2.704
H 0.017 5.552 -1.535
H 2.534 -4.207 0.499
H 3.011 -0.747 -0.795
H 0.093 -0.213 -0.584
H 1.400 0.956 -0.823
H 1.387 1.618 -3.123
H -2.524 -1.560 -2.256
H 1.739 5.147 -1.457
H 2.016 -4.112 -1.637
H 0.600 4.267 -2.479
H -4.212 1.933 5.231
H 2.030 -3.598 2.785
H -4.074 -1.090 -3.000
H -4.573 1.339 -0.459
H -5.215 -0.019 -1.387
H 0.138 -3.762 -0.461
H 1.814 -2.640 -2.528
*
```

***

[3]
The following is a quantum chemistry calculation of a molecular structure, H6Na7O11S2 in a non-equilibrium geometry, from the OMol25 dataset.

Calculated values
HOMO: -14.757 eV
HOMO-LUMO gap: 2.0 eV

```
! wB97M-V def2-TZVPD RIJCOSX def2/J DEFGRID3
* xyz 3 1
S 2.722 -2.061 -0.716
S -0.798 0.426 -0.271
Na -3.960 1.960 -0.895
Na -0.820 -2.606 -0.693
Na -2.752 -1.202 -2.868
Na 1.587 -0.394 1.366
Na 0.913 -0.097 -2.997
Na -0.451 3.382 0.200
Na -2.834 0.480 1.933
O -0.837 -0.641 0.723
O -1.800 1.458 0.028
O 2.488 -1.652 -2.127
O -2.336 3.945 1.851
O -0.478 -2.446 2.359
O 0.517 1.026 -0.338
O 3.054 1.323 -1.181
O -1.009 -0.261 -1.500
O 3.452 -3.304 -0.566
O 3.318 -0.995 0.062
O 1.398 -2.230 -0.159
H -3.160 3.567 1.543
H -1.776 3.189 2.027
H 2.156 1.269 -0.854
H -1.365 -2.705 2.610
H -0.602 -1.852 1.619
H 3.373 0.421 -1.156
*
```